Entry 1:
A structure of composition C44H52BrF6N3O3PV, computed with the ωB97M-V functional and the def2-TZVPD basis.

```
111
Properties=species:S:1:pos:R:3
V 1.45 -0.15 0.65
C -6.12 1.65 -0.18
C -5.30 1.25 -1.42
C -6.12 0.26 -2.25
C -5.04 2.50 -2.28
C -3.97 0.66 -0.98
C -3.12 1.42 -0.17
C -1.89 0.91 0.18
Br -0.82 1.94 1.33
C -1.42 -0.35 -0.23
O -0.15 -0.71 0.09
C -2.32 -1.18 -0.94
C -3.54 -0.61 -1.31
C -2.16 -2.66 -1.29
C -2.24 -2.86 -2.81
C -3.33 -3.42 -0.63
C -0.88 -3.30 -0.77
H -7.10 2.03 -0.49
H -5.63 2.43 0.40
H -6.28 0.79 0.47
H -7.07 0.72 -2.53
H -6.35 -0.65 -1.68
H -5.61 -0.03 -3.16
H -5.98 2.93 -2.62
H -4.44 2.25 -3.15
H -4.51 3.26 -1.71
H -3.40 2.40 0.17
H -4.21 -1.23 -1.89
H -3.19 -2.52 -3.22
H -2.15 -3.93 -3.05
H -1.44 -2.33 -3.33
H -4.30 -3.16 -1.05
H -3.36 -3.22 0.44
H -3.19 -4.50 -0.77
H 0.02 -2.82 -1.13
H -0.86 -4.35 -1.08
H -0.85 -3.27 0.32
C -1.07 -1.69 4.34
C -0.75 -2.96 4.77
C 0.11 -3.72 3.99
C 0.63 -3.19 2.81
N 0.41 -1.91 2.47
C -0.44 -1.21 3.21
C 1.36 -4.07 1.84
C 1.56 -5.43 2.10
C 2.13 -6.22 1.12
C 2.47 -5.65 -0.10
C 2.23 -4.29 -0.26
N 1.69 -3.52 0.68
H -1.77 -1.06 4.88
H -1.17 -3.38 5.67
H 0.34 -4.73 4.29
H -0.64 -0.20 2.88
H 1.27 -5.88 3.03
H 2.30 -7.27 1.30
H 2.91 -6.23 -0.90
H 2.47 -3.81 -1.20
F 3.69 -1.98 -0.21
C 3.35 -1.14 0.79
F 3.52 -1.83 1.95
F 4.35 -0.22 0.79
F 4.31 -1.87 -5.85
C 3.02 -2.02 -5.58
F 2.75 -3.34 -5.58
F 2.32 -1.47 -6.58
C 2.64 -1.41 -4.25
C 1.31 -1.47 -3.84
C 0.99 -0.93 -2.61
N 1.89 -0.37 -1.80
C 3.15 -0.29 -2.22
C 3.57 -0.79 -3.44
H 0.55 -1.92 -4.46
H -0.03 -0.93 -2.26
H 3.86 0.20 -1.56
H 4.61 -0.71 -3.74
C -0.77 7.08 0.05
C 0.15 5.90 -0.05
C -0.10 4.85 -0.92
C 0.72 3.74 -1.00
C 0.41 2.67 -2.01
C 1.86 3.70 -0.19
C 2.18 4.77 0.66
C 3.44 4.83 1.50
C 1.30 5.84 0.73
C 2.77 2.53 -0.24
O 3.92 2.48 -0.57
O 2.15 1.35 0.19
H -1.57 7.02 -0.69
H -0.23 8.01 -0.09
H -1.24 7.12 1.04
H -0.98 4.90 -1.56
H -0.66 2.67 -2.24
H 0.69 1.68 -1.67
H 0.94 2.86 -2.95
H 4.09 3.97 1.36
H 3.19 4.92 2.56
H 4.01 5.71 1.22
H 1.54 6.66 1.40
C 3.95 1.32 3.02
P 2.24 0.69 3.04
C 2.29 -0.42 4.48
C 1.35 2.15 3.68
H 4.10 1.92 3.91
H 4.15 1.91 2.13
H 4.65 0.48 3.02
H 2.99 -0.01 5.21
H 2.62 -1.41 4.18
H 1.31 -0.50 4.95
H 1.85 2.50 4.58
H 0.32 1.90 3.92
H 1.36 2.95 2.94
```

## Properties
<S²> ... 0.77
HOMO-LUMO gap (alpha / beta) ... 0.257 / 0.282 hartree
LUMO level (alpha / beta) ... -3.88 / -3.27 eV
Net charge ... +1
Maximum force ... 0.025 Eh/bohr
E_HOMO (alpha / beta) ... -10.87 / -10.96 eV
Relative energy (zero: lowest compared OMol25 entry of this formula, charge and spin) ... 29.6 kcal/mol
Multiplicity ... 2

These are the Mulliken partial charges, in e, on atoms 1 to 8:
1. V 0.98
2. C -1.67
3. C 1.83
4. C -1.98
5. C -1.68
6. C -0.06
7. C -0.85
8. C -0.10

Entry 2:
A structure of composition C44H52F3N4O2TeY, computed with the ωB97M-V functional and the def2-TZVPD basis.

```
107
Properties=species:S:1:pos:R:3
Y -0.62 -1.53 -0.26
N -4.68 -3.67 -0.11
C -3.67 -2.78 -0.25
O -2.68 -3.04 -0.94
C -3.82 -1.48 0.49
C -2.52 -1.22 1.27
H -4.55 -4.59 -0.48
H -5.40 -3.52 0.57
H -4.72 -1.50 1.11
H -3.96 -0.68 -0.26
H -2.48 -1.94 2.10
H -2.60 -0.23 1.73
C -2.84 1.06 -3.12
C -1.80 0.24 -2.40
O -1.72 -1.10 -2.96
N -1.14 0.51 -1.39
Te -1.99 2.57 0.17
C -2.39 4.18 1.60
C -1.70 5.40 1.60
C -0.63 5.72 0.59
C -2.00 6.36 2.56
C -2.98 6.16 3.52
C -3.28 7.20 4.57
C -3.69 4.96 3.48
C -3.41 3.98 2.55
C -4.22 2.70 2.58
C 0.09 2.56 0.58
C 1.01 2.78 -0.45
C 0.64 3.06 -1.88
C 2.37 2.74 -0.15
C 2.85 2.51 1.13
C 4.32 2.43 1.40
C 1.91 2.31 2.14
C 0.54 2.30 1.88
C -0.40 2.00 3.02
H -2.99 0.74 -4.14
H -2.56 2.11 -3.10
H -3.79 0.96 -2.58
H -0.88 5.30 -0.39
H 0.34 5.30 0.88
H -0.51 6.80 0.48
H -1.45 7.30 2.55
H -2.69 8.10 4.41
H -3.05 6.82 5.56
H -4.33 7.48 4.56
H -4.47 4.79 4.21
H -4.95 2.73 3.39
H -3.57 1.83 2.71
H -4.75 2.56 1.64
H -0.35 3.50 -1.96
H 0.62 2.13 -2.45
H 1.37 3.73 -2.34
H 3.09 2.89 -0.96
H 4.87 3.18 0.82
H 4.69 1.44 1.12
H 4.54 2.58 2.46
H 2.25 2.14 3.15
H 0.16 1.83 3.94
H -0.98 1.10 2.80
H -1.10 2.82 3.19
C -0.63 -1.64 -6.92
C -1.39 -2.59 -6.25
C -1.77 -2.38 -4.93
C -1.38 -1.22 -4.28
C -0.63 -0.26 -4.95
C -0.26 -0.48 -6.27
H -0.32 -1.82 -7.94
H -1.67 -3.51 -6.74
H -2.34 -3.12 -4.38
H -0.31 0.64 -4.42
H 0.33 0.27 -6.79
C 4.34 -0.67 3.11
N 4.01 -1.07 1.76
C 4.90 -2.07 1.20
C 2.60 -1.26 1.46
C 1.85 -2.48 1.99
C 2.40 -3.33 2.94
C 1.72 -4.48 3.34
C 0.48 -4.76 2.78
C -0.07 -3.88 1.85
C 0.59 -2.73 1.42
H 5.28 -0.11 3.10
H 4.46 -1.50 3.81
H 3.56 -0.01 3.49
H 5.93 -1.70 1.26
H 4.65 -2.23 0.15
H 4.85 -3.04 1.70
H 2.51 -1.29 0.37
H 2.07 -0.36 1.79
H 3.36 -3.13 3.38
H 2.16 -5.14 4.07
H -0.05 -5.67 3.07
H -1.05 -4.14 1.44
F 3.18 -7.32 -3.39
C 3.30 -6.07 -3.92
F 4.67 -5.85 -3.89
F 3.00 -6.18 -5.23
C 2.52 -5.06 -3.22
C 1.76 -4.07 -3.90
C 1.11 -3.11 -3.18
N 1.10 -3.00 -1.81
C 1.88 -3.95 -1.17
C 2.57 -4.94 -1.80
H 1.70 -4.06 -4.98
H 0.57 -2.34 -3.72
H 1.92 -3.89 -0.10
H 3.15 -5.64 -1.21
```

## Properties
<S²> ... 0.76
HOMO-LUMO gap (alpha / beta) ... 0.144 / 0.271 hartree
LUMO level (alpha / beta) ... 2.06 / 2.06 eV
Net charge ... -1
Maximum force ... 0.038 Eh/bohr
E_HOMO (alpha / beta) ... -1.86 / -5.32 eV
Relative energy (zero: lowest compared OMol25 entry of this formula, charge and spin) ... 0.0 kcal/mol
Multiplicity ... 2

These are the Mulliken partial charges, in e, on atoms 1 to 8:
1. Y 0.36
2. N -0.40
3. C 0.47
4. O -0.63
5. C -0.30
6. C -0.11
7. H 0.26
8. H 0.20